{"formula": "C7H8NO4S2", "method": "the ωB97M-V functional and the def2-TZVPD basis", "homo_energy_ev": -4.0, "charge": -1, "e_above_lowest_kj_mol": 44.6, "symbols": ["C", "C", "C", "C", "C", "C", "C", "N", "O", "O", "O", "O", "S", "S", "H", "H", "H", "H", "H", "H", "H", "H"], "xyz": [[-2.95, 1.01, 0.55], [-2.44, 0.40, -0.63], [-2.15, 1.00, 1.68], [-1.26, -0.32, -0.60], [-0.95, 0.39, 1.64], [-0.51, -0.35, 0.60], [2.14, -0.67, -0.39], [2.14, -1.05, -1.71], [3.33, -0.79, 0.37], [1.09, 1.39, -1.43], [0.24, -2.73, -0.23], [2.81, 1.71, 0.29], [0.78, -1.62, 0.59], [1.53, 1.07, -0.08], [-3.88, 1.46, 0.41], [-2.96, 0.33, -1.57], [-2.52, 1.43, 2.70], [-0.74, -0.57, -1.53], [-0.48, 0.31, 2.59], [1.98, -2.03, -1.72], [1.29, -0.58, -2.06], [3.50, 0.19, 0.51]]}

{"formula": "C19H15AuNPS2Se2", "method": "the ωB97M-V functional and the def2-TZVPD basis", "homo_energy_ev": -7.4, "e_above_lowest_kj_mol": 22.8, "symbols": ["Au", "Se", "P", "Se", "C", "C", "C", "C", "C", "C", "C", "C", "C", "C", "C", "C", "H", "H", "H", "H", "H", "H", "H", "H", "H", "H", "S", "C", "C", "C", "C", "C", "C", "S", "H", "H", "H", "H", "N", "C", "H"], "xyz": [[1.34, -1.96, -0.01], [-0.65, -1.08, 1.28], [-1.20, 0.30, -0.39], [0.14, 0.15, -2.02], [-2.93, -0.08, -0.82], [-3.87, -0.33, 0.18], [-5.19, -0.57, -0.16], [-5.58, -0.56, -1.49], [-4.64, -0.32, -2.49], [-3.32, -0.08, -2.15], [-1.30, 1.96, 0.34], [-1.88, 2.16, 1.58], [-1.99, 3.44, 2.11], [-1.50, 4.52, 1.39], [-0.91, 4.33, 0.15], [-0.80, 3.05, -0.37], [-3.57, -0.37, 1.22], [-5.91, -0.77, 0.62], [-6.61, -0.75, -1.76], [-4.94, -0.31, -3.53], [-2.58, 0.11, -2.92], [-2.24, 1.32, 2.16], [-2.44, 3.58, 3.08], [-1.58, 5.52, 1.80], [-0.52, 5.17, -0.40], [-0.32, 2.88, -1.33], [3.24, -2.67, -1.13], [4.52, -2.03, -0.12], [5.85, -2.33, -0.44], [6.89, -1.79, 0.29], [6.62, -0.94, 1.35], [5.31, -0.64, 1.69], [4.26, -1.19, 0.96], [2.61, -0.81, 1.48], [6.05, -2.99, -1.28], [7.91, -2.03, 0.03], [7.43, -0.51, 1.93], [5.10, 0.02, 2.52], [-0.27, -4.53, -1.13], [0.23, -3.52, -0.88], [-0.75, -5.38, -1.35]]}

{"formula": "C15H21ClN2O4S", "method": "the ωB97M-V functional and the def2-TZVPD basis", "homo_energy_ev": -9.4, "e_above_lowest_kj_mol": 0.0, "symbols": ["C", "C", "O", "C", "O", "N", "C", "C", "C", "N", "S", "O", "O", "C", "C", "C", "C", "C", "C", "Cl", "C", "C", "C", "H", "H", "H", "H", "H", "H", "H", "H", "H", "H", "H", "H", "H", "H", "H", "H", "H", "H", "H", "H", "H"], "xyz": [[1.60, 2.66, 2.76], [2.98, 2.04, 2.67], [3.12, 1.23, 1.51], [2.63, -0.02, 1.60], [2.09, -0.46, 2.60], [2.87, -0.75, 0.48], [3.24, -0.16, -0.78], [2.00, 0.01, -1.66], [1.31, -1.34, -1.85], [0.14, -1.20, -2.70], [-0.88, 0.11, -2.74], [-0.16, 1.26, -3.20], [-2.01, -0.35, -3.50], [-1.41, 0.41, -1.05], [-1.07, 1.58, -0.41], [-1.46, 1.77, 0.90], [-2.19, 0.81, 1.59], [-2.58, 1.00, 3.02], [-2.55, -0.36, 0.90], [-3.47, -1.58, 1.70], [-2.17, -0.56, -0.42], [0.98, -1.96, -0.48], [2.25, -2.05, 0.36], [1.38, 3.24, 1.87], [0.85, 1.88, 2.87], [1.55, 3.32, 3.63], [3.75, 2.81, 2.57], [3.18, 1.43, 3.56], [3.72, 0.80, -0.60], [3.96, -0.83, -1.27], [2.26, 0.43, -2.63], [1.31, 0.70, -1.17], [2.00, -2.01, -2.38], [-0.39, -2.05, -2.82], [-0.50, 2.32, -0.95], [-1.20, 2.69, 1.41], [-2.29, 1.98, 3.37], [-3.66, 0.89, 3.13], [-2.11, 0.24, 3.64], [-2.46, -1.45, -0.95], [0.55, -2.95, -0.62], [0.26, -1.33, 0.04], [2.02, -2.41, 1.37], [2.97, -2.73, -0.10]]}

{"formula": "C25H28GaN5O3S2", "method": "the ωB97M-V functional and the def2-TZVPD basis", "homo_energy_ev": -13.9, "charge": 2, "e_above_lowest_kj_mol": 0.0, "symbols": ["Ga", "O", "S", "O", "N", "C", "C", "C", "C", "C", "C", "C", "C", "N", "C", "C", "C", "C", "C", "C", "C", "H", "H", "H", "H", "H", "H", "H", "H", "H", "H", "H", "C", "N", "C", "C", "O", "N", "C", "C", "H", "H", "H", "H", "H", "H", "H", "H", "H", "H", "H", "H", "S", "C", "N", "C", "C", "C", "C", "H", "H", "H", "H", "H"], "xyz": [[0.30, -0.60, -1.02], [-2.49, -1.86, -1.19], [-1.75, -2.84, -0.43], [-1.49, -4.11, -1.02], [-0.36, -2.07, -0.01], [0.62, -2.77, 0.74], [0.48, -3.98, 1.38], [1.53, -4.50, 2.16], [2.70, -3.83, 2.32], [2.89, -2.60, 1.64], [4.06, -1.82, 1.72], [4.16, -0.66, 1.01], [3.10, -0.26, 0.19], [1.97, -0.95, 0.11], [1.85, -2.10, 0.84], [-2.57, -3.08, 1.10], [-3.17, -4.32, 1.32], [-3.91, -4.49, 2.49], [-4.05, -3.45, 3.39], [-3.44, -2.22, 3.15], [-2.70, -2.03, 2.00], [-0.44, -4.54, 1.28], [1.39, -5.45, 2.65], [3.49, -4.22, 2.94], [4.88, -2.16, 2.34], [5.05, -0.05, 1.05], [3.18, 0.62, -0.43], [-3.06, -5.11, 0.60], [-4.38, -5.45, 2.69], [-4.63, -3.60, 4.29], [-3.56, -1.41, 3.86], [-2.19, -1.09, 1.82], [2.68, 1.41, -3.10], [2.48, 2.49, -2.12], [3.55, 3.49, -2.07], [1.54, 2.36, -1.17], [1.05, 1.22, -0.93], [1.13, 3.42, -0.45], [1.06, 4.78, -0.99], [0.39, 3.20, 0.78], [3.07, 1.85, -4.02], [1.74, 0.93, -3.33], [3.40, 0.67, -2.74], [4.51, 2.98, -2.15], [3.53, 4.03, -1.13], [3.48, 4.19, -2.90], [1.35, 4.80, -2.04], [1.70, 5.47, -0.43], [0.03, 5.13, -0.92], [0.69, 2.28, 1.26], [-0.69, 3.18, 0.59], [0.59, 4.03, 1.46], [-0.83, 0.21, -2.85], [-1.97, 1.30, -2.09], [-2.80, 0.87, -1.11], [-3.71, 1.66, -0.50], [-3.86, 2.96, -0.89], [-3.07, 3.43, -1.93], [-2.12, 2.61, -2.53], [-2.77, -0.14, -0.91], [-4.31, 1.19, 0.26], [-4.58, 3.59, -0.40], [-3.20, 4.44, -2.29], [-1.51, 2.96, -3.34]]}

{"formula": "C24H37LaN6O3", "method": "the ωB97M-V functional and the def2-TZVPD basis", "homo_energy_ev": -13.1, "charge": 2, "symbols": ["La", "C", "C", "C", "O", "C", "O", "O", "H", "H", "H", "H", "H", "H", "H", "C", "N", "C", "C", "N", "C", "C", "C", "C", "C", "C", "C", "C", "C", "N", "C", "N", "C", "C", "N", "C", "C", "C", "N", "C", "C", "H", "H", "H", "H", "H", "H", "H", "H", "H", "H", "H", "H", "H", "H", "H", "H", "H", "H", "H", "H", "H", "H", "H", "H", "H", "H", "H", "H", "H", "H"], "xyz": [[-1.46, 0.43, -0.36], [-5.48, -0.60, -2.25], [-4.01, -0.68, -1.87], [-3.20, -1.49, -2.88], [-3.42, 0.69, -1.81], [-3.85, -1.37, -0.48], [-4.58, -2.28, -0.19], [-2.86, -0.91, 0.24], [-5.60, -0.23, -3.27], [-6.02, 0.05, -1.55], [-5.92, -1.58, -2.17], [-3.18, -0.98, -3.85], [-3.67, -2.46, -3.01], [-2.18, -1.67, -2.53], [-4.15, 1.28, -2.06], [1.53, 3.08, 3.93], [1.39, 2.08, 2.87], [2.49, 1.13, 2.84], [0.29, 1.98, 2.10], [-0.14, 0.87, 1.52], [0.07, -0.42, 2.13], [-0.11, -0.51, 3.49], [0.03, -1.72, 4.18], [0.32, -2.86, 3.48], [0.45, -2.83, 2.07], [0.63, -4.05, 1.39], [0.65, -4.09, 0.03], [0.60, -2.90, -0.70], [0.51, -1.67, -0.08], [0.55, -0.50, -0.91], [1.48, -0.38, -1.86], [1.25, 0.44, -2.93], [2.29, 1.38, -3.35], [-0.09, 0.91, -3.24], [2.67, -1.00, -1.85], [3.32, -1.44, -3.08], [3.37, -1.42, -0.64], [0.35, -1.60, 1.35], [-0.40, 3.15, 1.89], [-1.79, 3.10, 1.47], [0.30, 4.35, 1.44], [1.76, 2.57, 4.86], [0.61, 3.65, 4.05], [2.34, 3.77, 3.71], [3.43, 1.70, 2.88], [2.48, 0.55, 1.93], [2.46, 0.45, 3.69], [-0.38, 0.38, 4.04], [-0.11, -1.75, 5.25], [0.42, -3.81, 3.99], [0.71, -4.96, 1.97], [0.73, -5.03, -0.50], [0.66, -2.92, -1.78], [3.27, 1.04, -3.05], [2.11, 2.37, -2.91], [2.28, 1.48, -4.44], [-0.36, 1.81, -2.65], [-0.82, 0.11, -3.12], [-0.11, 1.22, -4.28], [2.67, -1.29, -3.94], [3.55, -2.50, -3.00], [4.26, -0.91, -3.26], [2.95, -0.95, 0.24], [4.41, -1.12, -0.73], [3.33, -2.51, -0.52], [-2.32, 2.30, 1.97], [-1.90, 3.04, 0.36], [-2.26, 4.04, 1.75], [1.34, 4.33, 1.75], [-0.18, 5.24, 1.85], [0.27, 4.42, 0.35]]}

{"formula": "C3H12O4", "method": "the ωB97M-V functional and the def2-TZVPD basis", "s_squared": 0.755, "homo_energy_ev": [-14.3, -14.3], "charge": 1, "e_above_lowest_kj_mol": 255.1, "spin_multiplicity": 2, "symbols": ["C", "O", "C", "C", "O", "H", "H", "H", "H", "H", "H", "H", "H", "H", "H", "O", "H", "H", "O"], "xyz": [[0.17, 0.14, -1.46], [-0.65, 0.28, -2.64], [-0.48, 1.10, -0.47], [-0.10, 0.84, 0.97], [1.22, 1.20, 1.44], [-0.06, -0.88, -1.13], [1.26, 0.24, -1.65], [-0.02, 0.31, -3.40], [-0.18, 2.15, -0.72], [-1.58, 1.17, -0.52], [-0.67, 1.48, 1.67], [-0.35, -0.21, 1.21], [1.83, 0.74, 0.86], [-3.13, -0.98, 1.64], [-3.71, -1.51, 2.96], [-3.57, -0.71, 2.44], [3.25, -1.07, -0.05], [3.76, -2.46, -0.55], [3.02, -1.84, -0.60]]}

{"formula": "C4H6ErO2", "method": "the ωB97M-V functional and the def2-TZVPD basis", "s_squared": 3.758, "homo_energy_ev": [-23.1, -20.9], "charge": 3, "e_above_lowest_kj_mol": 287.7, "spin_multiplicity": 4, "symbols": ["C", "O", "H", "H", "C", "C", "C", "O", "Er", "H", "H", "H", "H"], "xyz": [[0.37, -0.19, -1.33], [0.16, 0.53, -2.43], [0.52, -1.25, -1.54], [-0.25, 1.39, -2.25], [-1.55, -0.87, 1.62], [-0.31, -0.70, 1.12], [-0.01, 0.23, 0.02], [1.41, 0.29, -0.38], [3.24, 1.78, -0.35], [-2.35, -0.17, 1.36], [0.43, -1.49, 1.31], [-1.22, -0.79, 2.74], [-0.43, 1.24, 0.11]]}

{"formula": "C4H2IPS", "method": "the ωB97M-V functional and the def2-TZVPD basis", "homo_energy_ev": [-8.9, -9.1], "e_above_lowest_kj_mol": 76.1, "symbols": ["C", "C", "P", "S", "C", "C", "I", "H", "H"], "xyz": [[-0.33, 1.34, 1.44], [0.61, 1.17, 0.65], [1.80, 0.73, -0.52], [3.01, 2.17, -1.06], [2.47, -0.71, 0.20], [2.14, -1.92, -0.11], [2.83, -3.61, 1.08], [-1.11, 1.62, 1.99], [1.69, -2.10, -1.09]]}

{"formula": "C9H14O", "method": "the ωB97M-V functional and the def2-TZVPD basis", "homo_energy_ev": -9.1, "e_above_lowest_kj_mol": 42.6, "symbols": ["C", "C", "C", "C", "C", "C", "C", "H", "H", "H", "H", "H", "H", "H", "H", "C", "C", "O", "H", "H", "H", "H", "H", "H"], "xyz": [[1.32, -1.75, 0.38], [0.25, -1.28, -0.58], [-1.10, -1.37, -0.28], [-2.05, -1.05, -1.24], [-1.66, -0.47, -2.44], [-0.31, -0.47, -2.78], [0.64, -0.85, -1.85], [1.04, -1.60, 1.42], [2.25, -1.20, 0.20], [1.47, -2.82, 0.25], [-1.41, -1.74, 0.69], [-3.09, -1.27, -1.07], [-2.44, -0.21, -3.14], [0.03, -0.14, -3.75], [1.70, -0.84, -2.08], [0.54, 1.99, 0.81], [0.53, 1.74, 2.31], [-0.43, 2.58, 2.92], [0.76, 3.01, 0.50], [-0.42, 1.65, 0.42], [1.25, 1.29, 0.37], [0.31, 0.68, 2.46], [1.53, 1.92, 2.72], [-0.70, 2.20, 3.76]]}

{"formula": "C5H7NO", "method": "the ωB97M-V functional and the def2-TZVPD basis", "homo_energy_ev": [-8.9, -8.9], "e_above_lowest_kj_mol": 669.8, "symbols": ["C", "N", "C", "C", "C", "C", "O", "H", "H", "H", "H", "H", "H", "H"], "xyz": [[-1.74, -0.70, -0.09], [-1.97, 0.51, -0.95], [-0.74, 0.34, -0.26], [1.29, -0.82, 1.28], [1.78, -0.23, -0.01], [0.65, 0.67, -0.47], [-0.13, 1.21, 0.65], [-2.25, -0.75, 0.87], [-1.67, -1.63, -0.64], [-2.55, 1.19, -0.48], [1.95, -0.43, 2.08], [1.89, -1.04, -0.75], [2.71, 0.35, 0.01], [0.88, 1.41, -1.23]]}

{"formula": "C23H15F6MoO3", "method": "the ωB97M-V functional and the def2-TZVPD basis", "homo_energy_ev": -18.7, "charge": 3, "symbols": ["O", "C", "Mo", "C", "O", "C", "O", "H", "C", "C", "C", "C", "C", "H", "H", "H", "H", "H", "F", "C", "F", "F", "C", "C", "C", "C", "C", "C", "C", "C", "C", "C", "F", "F", "F", "C", "C", "C", "C", "H", "H", "H", "H", "H", "H", "H", "H", "H"], "xyz": [[-2.24, -5.70, 3.88], [-1.40, -5.15, 4.45], [0.20, -4.12, 5.45], [-1.04, -2.43, 5.14], [-1.65, -1.43, 4.99], [-0.69, -4.92, 7.25], [-1.10, -5.37, 8.24], [-0.08, -2.97, 6.92], [2.26, -4.33, 6.04], [1.91, -5.49, 5.28], [1.51, -5.07, 3.97], [1.68, -3.64, 3.90], [2.12, -3.18, 5.18], [2.58, -4.29, 7.08], [1.95, -6.52, 5.64], [1.26, -5.73, 3.13], [1.49, -3.02, 3.03], [2.30, -2.14, 5.47], [5.59, 0.78, 6.67], [5.38, 0.19, 7.89], [6.27, -0.83, 8.00], [5.70, 1.13, 8.85], [3.96, -0.29, 8.08], [3.71, -1.48, 8.72], [2.39, -1.92, 8.78], [1.31, -1.15, 8.26], [0.04, -1.88, 8.12], [-1.22, -1.11, 8.23], [-1.48, 0.07, 7.49], [-2.79, 0.54, 7.40], [-3.84, -0.17, 7.99], [-5.25, 0.31, 7.74], [-6.14, -0.72, 7.82], [-5.62, 1.23, 8.69], [-5.42, 0.90, 6.52], [-3.61, -1.25, 8.80], [-2.30, -1.70, 8.93], [1.60, 0.17, 7.82], [2.93, 0.55, 7.67], [4.52, -2.09, 9.11], [2.17, -2.88, 9.23], [0.02, -2.90, 8.54], [-0.72, 0.58, 6.89], [-3.01, 1.41, 6.81], [-4.45, -1.78, 9.28], [-2.10, -2.58, 9.53], [0.84, 0.91, 7.54], [3.18, 1.50, 7.20]]}

{"formula": "C6H13NO", "method": "the ωB97M-V functional and the def2-TZVPD basis", "homo_energy_ev": -8.8, "e_above_lowest_kj_mol": 219.0, "symbols": ["C", "C", "C", "C", "C", "N", "C", "O", "H", "H", "H", "H", "H", "H", "H", "H", "H", "H", "H", "H", "H"], "xyz": [[-1.12, -1.72, 2.66], [-0.64, -1.65, 1.25], [0.21, -0.71, 0.85], [0.63, -0.49, -0.58], [-0.10, 0.79, -1.02], [-1.01, 0.60, -2.16], [0.90, 1.91, -1.41], [1.74, 1.98, -0.22], [-0.62, -2.35, 3.43], [-1.17, -0.77, 3.18], [-2.11, -2.21, 2.69], [-1.04, -2.41, 0.61], [0.69, -0.01, 1.53], [1.71, -0.38, -0.69], [0.50, -1.36, -1.23], [-0.64, 1.30, -0.22], [-1.86, 0.12, -1.88], [-0.57, -0.02, -2.83], [0.53, 2.94, -1.49], [1.59, 1.74, -2.25], [2.39, 2.71, -0.23]]}

{"formula": "C34H32BBrFN4O6ReS", "method": "the ωB97M-V functional and the def2-TZVPD basis", "s_squared": 3.787, "homo_energy_ev": [-10.3, -10.8], "charge": 1, "e_above_lowest_kj_mol": 35.4, "spin_multiplicity": 4, "symbols": ["Re", "C", "C", "N", "C", "C", "C", "O", "O", "C", "O", "C", "C", "C", "F", "C", "C", "C", "N", "C", "C", "N", "C", "C", "H", "H", "H", "H", "H", "H", "H", "H", "H", "H", "H", "H", "H", "H", "H", "H", "H", "H", "C", "C", "O", "S", "C", "C", "C", "C", "C", "C", "C", "C", "H", "H", "H", "H", "H", "H", "H", "B", "C", "N", "H", "H", "H", "Br", "C", "C", "C", "C", "C", "C", "C", "O", "O", "H", "H", "H", "H"], "xyz": [[-0.10, 0.25, 0.19], [-0.60, -6.12, -4.31], [-1.60, -5.77, -3.22], [-1.08, -4.74, -2.30], [-1.36, -3.46, -2.55], [-0.92, -2.39, -1.82], [-1.38, -1.03, -2.30], [-2.04, -0.96, -3.30], [-1.00, 0.01, -1.58], [-0.06, -2.63, -0.73], [0.43, -1.75, 0.03], [0.26, -4.01, -0.44], [1.06, -4.32, 0.67], [1.34, -5.62, 0.96], [2.05, -5.91, 2.07], [0.89, -6.69, 0.16], [0.10, -6.38, -0.93], [-0.25, -5.05, -1.23], [1.19, -8.05, 0.42], [0.08, -8.90, 0.82], [0.40, -10.35, 0.52], [1.68, -10.73, 1.23], [2.81, -9.81, 0.84], [2.41, -8.38, 1.15], [-1.02, -6.89, -4.97], [0.34, -6.49, -3.89], [-0.37, -5.24, -4.92], [-1.87, -6.64, -2.63], [-2.52, -5.38, -3.64], [-2.00, -3.25, -3.40], [1.42, -3.53, 1.31], [-0.22, -7.19, -1.57], [-0.82, -8.63, 0.28], [-0.14, -8.80, 1.90], [0.58, -10.51, -0.54], [-0.39, -11.02, 0.87], [1.92, -11.70, 1.04], [1.53, -10.65, 2.24], [2.98, -9.95, -0.22], [3.69, -10.11, 1.40], [3.22, -7.73, 0.84], [2.29, -8.26, 2.24], [-0.70, -5.88, 4.29], [-1.78, -6.85, 4.73], [-1.55, -8.01, 4.95], [-3.45, -6.24, 5.01], [-3.35, -4.67, 4.20], [-2.86, -3.56, 4.88], [-2.55, -2.40, 4.18], [-2.75, -2.35, 2.80], [-3.37, -3.42, 2.15], [-3.66, -4.58, 2.85], [-2.19, -1.27, 2.03], [-1.50, -0.52, 1.38], [0.16, -6.46, 3.96], [-0.40, -5.28, 5.16], [-1.02, -5.19, 3.51], [-2.65, -3.62, 5.94], [-2.10, -1.56, 4.68], [-3.56, -3.35, 1.08], [-4.08, -5.43, 2.34], [2.75, 0.16, 3.89], [1.84, 0.30, 2.64], [1.14, 0.40, 1.72], [3.62, 1.01, 3.83], [3.20, -0.98, 3.86], [2.01, 0.32, 4.85], [6.30, 1.04, -1.86], [4.59, 1.69, -1.43], [4.46, 2.92, -0.79], [3.20, 3.39, -0.47], [2.07, 2.64, -0.77], [2.22, 1.43, -1.43], [3.48, 0.94, -1.77], [0.72, 3.14, -0.36], [0.45, 4.29, -0.21], [-0.16, 2.15, -0.09], [5.35, 3.49, -0.54], [3.07, 4.34, 0.03], [1.35, 0.88, -1.81], [3.59, 0.01, -2.30]]}

Number 1: total energy -1423.61558 Ha. Number 2: total energy -6864.10082 Ha. Number 3: total energy -1853.07080 Ha. Number 4: total energy -4189.69504 Ha. Number 5: total energy -1522.16118 Ha. Number 6: total energy -422.03798 Ha. Number 7: total energy -1320.12288 Ha. Number 8: total energy -1190.67167 Ha. Number 9: total energy -426.55656 Ha. Number 10: total energy -324.46937 Ha. Number 11: total energy -1777.30917 Ha. Number 12: total energy -366.35049 Ha. Number 13: total energy -5160.23138 Ha.